[1]
Density functional theory data (ωB97M-V/def2-TZVPD) for one molecule with the formula C18H22N4O3 at a distorted geometry.

Structure (XYZ):
```
47
Properties=species:S:1:pos:R:3
C -1.329 0.026 0.606
H 0.349 4.145 -0.849
H -3.709 5.079 0.148
C 2.140 -0.995 -0.231
H 3.966 2.480 0.060
H -1.291 -2.388 -1.468
H 1.298 -3.227 0.537
H 4.275 -0.950 -1.618
H -4.058 -3.651 -1.179
C 5.028 -0.071 0.196
H -2.629 -4.139 -0.280
C -2.913 4.353 0.077
H 5.752 2.422 0.176
H -3.793 -1.327 -0.074
H -2.874 -1.416 2.223
H -2.098 -2.972 1.865
C -3.523 -2.284 0.374
C -0.051 -1.786 0.642
N 0.222 1.652 -0.238
C -3.138 -3.279 -0.724
H 4.336 0.839 -1.669
C -0.627 3.857 -0.492
C -1.653 4.755 -0.392
O 2.676 -2.095 -0.175
H 4.894 -1.026 0.709
C -2.101 2.106 0.354
N -1.303 -1.313 0.911
C 4.118 -0.030 -1.044
N 0.349 -3.047 0.859
N -2.351 0.821 0.723
C -3.136 3.053 0.443
H -4.400 -2.664 0.903
C -0.025 0.419 0.126
H -0.306 -3.798 0.977
H -1.500 5.787 -0.674
H 6.072 0.013 -0.151
C -2.441 -2.031 1.428
H -2.756 -1.798 -2.245
O 4.744 0.902 1.164
C 4.812 2.233 0.709
H -4.097 2.722 0.807
H 4.771 2.858 1.600
O 2.753 0.099 -0.692
H -2.136 -3.403 -2.629
C -2.273 -2.679 -1.828
C -0.818 2.511 -0.124
C 0.773 -0.762 0.158
```

Computed properties:
Energy: -1143.89616 Ha
LUMO: 0.22 eV
Energy above the lowest of the compared OMol25 structures with the same formula, charge and spin: 102.7 kJ/mol
HOMO energy: -7.8 eV
SMILES: CCCCn1c(N)c(C(=O)OCCOC)c2nc3ccccc3nc21

Atomic partial charges in e from the Löwdin method, atoms 1 to 2: -0.21 0.11

=====

[2]
Density functional theory data (ωB97M-V/def2-TZVPD) for one molecule with the formula C18H22N4O4S2 at a distorted geometry.

Structure (XYZ):
```
50
Properties=species:S:1:pos:R:3
C -0.204 -0.643 3.949
C 2.042 1.888 2.455
H -1.172 1.623 -3.857
C -1.400 -3.104 2.807
H 1.959 -0.633 1.956
S 1.945 3.714 -1.184
H -1.640 -8.714 0.415
C 0.444 0.731 4.028
H 1.202 -2.528 0.725
H -0.427 1.372 -6.077
H -0.050 1.626 2.107
C -1.783 -4.332 2.318
C 1.476 2.623 0.136
N 0.073 -1.163 2.719
H 3.103 3.095 1.237
N 2.244 2.555 1.258
C 0.355 -3.016 1.180
H 0.574 -0.276 0.880
H 1.359 0.656 4.620
H -2.070 2.789 -2.866
C -1.140 1.920 -6.702
C 0.771 1.086 2.582
C 0.499 3.097 -1.986
H -0.218 1.442 4.517
H -2.529 4.202 -4.844
N 0.401 1.961 -0.111
C -1.470 2.666 -3.765
H 0.109 -6.984 0.007
H -0.688 2.106 -7.674
H -2.044 1.312 -6.830
O -1.452 3.186 -6.169
O 2.887 1.976 3.310
C 0.914 -0.297 1.917
O -1.581 -6.133 0.839
S 0.055 3.655 -3.553
C -1.679 -8.099 -0.479
C -0.034 -4.249 0.684
C -0.319 -2.424 2.243
H -3.118 2.540 -5.130
H 0.519 -4.671 -0.141
H -1.929 -2.670 3.637
H -2.616 -4.860 2.752
H -0.985 -6.161 -1.140
C -1.110 -4.923 1.246
H -2.720 -7.901 -0.718
N -0.145 2.224 -1.291
O -0.837 -1.167 4.834
C -2.220 3.164 -4.998
C -0.945 -6.789 -0.238
H -1.218 -8.636 -1.303
```

Computed properties:
Energy: -2015.46395 Ha
LUMO: 0.23 eV
Energy above the lowest of the compared OMol25 structures with the same formula, charge and spin: 162.3 kJ/mol
HOMO energy: -7.9 eV
SMILES: CCOc1ccc(N2C[C@H](C(=O)Nc3nnc(SCCOC)s3)CC2=O)cc1

Atomic partial charges in e from the Löwdin method, atoms 1 to 2: -0.42 -0.42

=====

[3]
Density functional theory data (ωB97M-V/def2-TZVPD) for C18H22N4O5S as an isolated structure at a distorted geometry.

Structure (XYZ):
```
50
Properties=species:S:1:pos:R:3
C 0.355 -0.922 -1.120
H 6.364 -0.762 5.219
O 5.357 0.107 2.056
C -2.572 -1.341 -1.383
H 3.822 0.992 1.050
C -5.190 2.793 -2.999
C -4.913 4.454 -1.576
H 4.898 -0.286 4.607
H -0.395 -2.743 -1.190
O -0.009 0.338 -1.354
H 1.873 -0.358 1.640
H 6.540 0.707 3.171
H -6.348 -0.366 -0.472
O -5.455 1.406 0.225
H 1.927 -2.538 1.106
C 3.350 0.042 0.510
H 1.117 0.886 0.596
C -5.404 -0.036 -0.209
H 5.453 -1.988 4.244
N -2.215 -1.565 -0.297
H 4.136 -2.909 -0.131
S -1.651 -1.563 -2.984
C -4.953 3.645 -0.564
H -4.871 4.942 -3.544
N 4.139 -0.957 0.335
C -5.386 1.751 -2.258
H 7.060 -0.865 2.708
C -4.208 -0.737 -0.307
H -4.700 5.673 -1.161
H -5.774 -0.444 1.041
C 5.638 -0.890 4.443
H 3.682 -2.020 -1.479
H 3.448 0.691 -0.621
C 5.050 -1.186 1.491
C 2.212 -2.397 -0.107
C 6.161 -0.225 3.070
H 1.557 -3.020 -0.660
H -5.366 2.348 -4.247
H -5.003 3.810 0.549
H -5.471 0.917 -2.583
C -0.065 -2.071 -1.792
C 1.908 -0.203 0.695
C -5.060 4.168 -2.742
N 1.384 -0.890 -0.189
O -3.750 -0.756 -1.447
C 3.645 -2.075 -0.427
O 5.572 -2.284 1.773
N -3.302 -1.362 0.613
H 0.660 -2.315 -2.577
C -5.244 2.404 -0.721
```

Computed properties:
Energy: -1691.80552 Ha
LUMO: 0.20 eV
Energy above the lowest of the compared OMol25 structures with the same formula, charge and spin: 2115.6 kJ/mol
HOMO energy: -8.5 eV

Atomic partial charges in e from the Löwdin method, atoms 1 to 2: -0.44 0.07